C7H37NO11 | ωB97M-V/def2-TZVPD

```
56
Properties=species:S:1:pos:R:3:forces:R:3
C 0.903486 2.088468 2.111381 1.34 1.45 -2.38
C 2.073313 2.938329 1.580464 0.35 -0.67 0.13
C 2.531647 2.701447 0.121998 -1.08 -0.22 0.44
C 1.493632 2.989335 -0.952315 -0.86 -1.17 -1.54
C 0.961671 1.697026 -1.581805 0.35 0.24 1.14
C 1.024521 1.280184 -2.832894 0.16 -0.72 -0.83
C 0.536200 -0.048365 -3.300487 -1.06 -0.97 1.02
N 1.211407 0.713723 2.111187 -0.93 -0.03 3.60
H 0.645663 2.528937 3.096652 -0.08 -0.83 0.44
H 0.001881 2.348099 1.513441 -0.08 -0.59 0.11
H 2.973120 2.626633 2.119964 -0.15 0.47 0.63
H 1.817749 3.973907 1.801619 0.31 0.11 -0.16
H 2.700848 1.623703 0.020634 0.57 0.00 0.21
H 3.476798 3.228796 0.042863 0.03 0.03 -0.44
H 1.847267 3.478262 -1.854605 0.29 0.98 0.45
H 0.567172 3.412074 -0.561740 0.38 0.80 0.06
H 0.519364 1.051259 -0.811218 -0.14 -0.21 -0.31
H 1.564688 1.787104 -3.631645 -0.09 0.69 0.41
H -0.256588 -0.119882 -4.041685 0.54 0.77 -0.93
H 1.365053 -0.707973 -3.555837 -0.04 0.06 -0.29
H -0.088641 -0.582780 -2.575113 0.67 0.13 0.68
H 0.523615 0.140719 2.643818 -0.74 -0.57 -1.06
H 2.090115 0.351030 2.511628 0.68 0.52 -1.19
H -1.064044 0.087579 -0.545510 0.01 0.06 -0.34
H -2.441928 0.669602 -0.835230 0.17 -0.24 -0.53
O -1.987500 -0.164634 -0.632685 -0.22 -0.10 0.75
H 4.130086 -0.249836 0.751019 0.39 -0.15 -0.05
H 2.659889 -0.503082 0.625822 0.29 -0.42 -0.26
O 3.465109 -0.904645 0.990364 -0.46 0.88 0.06
H -1.279577 -0.733688 2.090987 -0.39 -0.07 0.07
H -0.562089 -1.949069 2.527814 0.48 -0.72 -0.41
O -0.869228 -1.116766 2.881330 -0.02 1.34 -0.28
H -3.301339 0.532554 1.692446 0.24 -0.42 0.65
H -2.189361 1.208097 2.715392 -0.60 -0.79 0.35
O -2.761739 1.282884 1.951569 0.17 1.09 -0.63
H -4.112637 -1.893848 -1.592119 -0.42 0.01 -0.37
H -2.896215 -2.292247 -0.878795 0.29 -0.13 -0.01
O -3.473017 -2.609599 -1.582657 -0.01 0.15 0.33
H -1.516645 2.253897 -2.751574 -0.08 -0.14 -0.27
H -2.217566 2.574791 -1.471683 -0.14 0.24 -0.35
O -2.405902 2.267513 -2.377321 0.17 -0.06 0.40
H -2.103478 3.772079 0.434345 0.14 0.30 -0.28
H -2.141072 2.306629 0.764117 0.30 0.16 -0.37
O -1.670546 2.950813 0.169132 -0.40 -0.22 1.06
H -0.659285 -3.392354 2.929340 0.21 -0.96 0.77
H 0.423707 -4.171426 2.084723 0.20 0.42 0.29
O -0.509821 -3.928933 2.153025 -0.72 0.16 -0.35
H -0.034491 -4.341916 -0.232587 0.42 -0.28 0.20
H 0.137938 -2.908010 -0.447536 0.29 0.02 -0.16
O 0.678516 -3.684649 -0.233102 -1.08 0.33 -1.03
H -2.161260 -2.406604 -2.951389 0.41 -0.49 0.12
H -0.716276 -3.087175 -3.074257 -0.45 -0.23 0.05
O -1.260427 -2.333915 -3.316009 0.02 0.40 -0.20
H 2.969365 -2.783339 2.096831 0.48 0.39 -0.10
H 1.859659 -2.653073 0.996190 0.39 -0.27 -0.20
O 2.200286 -3.187996 1.712982 -0.53 -0.53 0.92
```
Positions in Å, forces in eV/Å.

Lowest unoccupied orbital energy (alpha / beta) in eV: -3.30 / -8.70
E_HOMO (alpha / beta) in hartree: -0.4605 / -0.4603
Multiplicity: 2
ΔE to the lowest compared entry with this formula, charge and spin in eV: 0.000
Frontier orbital gap (alpha / beta) in eV: 9.23 / 3.82
Maximum force in eV/A: 3.72
Net charge: +1

Calculated atomic charges, method natural (NBO), unit e: atom 1 (C): -0.352, atom 2 (C): -0.400, atom 3 (C): -0.386, atom 4 (C): -0.463, atom 5 (C): -0.188, atom 6 (C): -0.171, atom 7 (C): -0.688, atom 8 (N): -0.341, atom 9 (H): 0.325, atom 10 (H): 0.307, atom 11 (H): 0.214, atom 12 (H): 0.238, atom 13 (H): 0.178, atom 14 (H): 0.245, atom 15 (H): 0.239, atom 16 (H): 0.228, atom 17 (H): 0.118, atom 18 (H): 0.216, atom 19 (H): 0.264, atom 20 (H): 0.229, atom 21 (H): 0.232, atom 22 (H): 0.436, atom 23 (H): 0.431, atom 24 (H): 0.465, atom 25 (H): 0.498, atom 26 (O): -0.970, atom 27 (H): 0.488, atom 28 (H): 0.456, atom 29 (O): -0.933, atom 30 (H): 0.478, atom 31 (H): 0.488, atom 32 (O): -0.954, atom 33 (H): 0.521, atom 34 (H): 0.497, atom 35 (O): -0.973, atom 36 (H): 0.476, atom 37 (H): 0.476, atom 38 (O): -0.935, atom 39 (H): 0.473, atom 40 (H): 0.474, atom 41 (O): -0.963, atom 42 (H): 0.495, atom 43 (H): 0.505, atom 44 (O): -0.992, atom 45 (H): 0.451, atom 46 (H): 0.519, atom 47 (O): -0.954, atom 48 (H): 0.490, atom 49 (H): 0.457, atom 50 (O): -0.940, atom 51 (H): 0.506, atom 52 (H): 0.473, atom 53 (O): -0.987, atom 54 (H): 0.485, atom 55 (H): 0.479, atom 56 (O): -0.960